{"formula": "C4H7O3", "method": "ωB97M-V/def2-TZVPD", "total_charge": -1, "multiplicity": 1, "lumo_ev": 4.19, "symbols": ["O", "H", "H", "C", "C", "O", "H", "C", "H", "C", "H", "H", "H", "O"], "xyz": [[1.14, -0.91, -2.26], [-0.47, 1.07, -2.12], [-0.21, 2.43, 0.06], [-0.35, -1.39, 1.91], [0.40, -0.68, -1.32], [-1.40, -1.29, 1.25], [1.36, 1.71, -0.39], [0.32, 1.49, -0.10], [0.38, 0.91, 0.84], [-0.39, 0.60, -1.13], [-0.42, -1.93, 2.89], [0.21, -1.43, -0.55], [-1.36, 0.37, -0.70], [0.79, -0.94, 1.63]]}

---

{"formula": "C36H28BClCuF4O4S2", "method": "ωB97M-V/def2-TZVPD", "multiplicity": 2, "lumo_ev": [-0.35, -0.76], "symbols": ["C", "C", "H", "C", "C", "C", "H", "H", "C", "C", "C", "C", "H", "H", "H", "S", "H", "Cu", "H", "F", "C", "B", "C", "C", "F", "C", "F", "C", "H", "O", "H", "H", "C", "H", "H", "C", "H", "C", "H", "H", "H", "C", "O", "Cl", "C", "C", "C", "O", "C", "C", "C", "H", "C", "H", "F", "H", "C", "C", "H", "H", "O", "C", "C", "H", "H", "H", "H", "C", "C", "H", "S", "C", "H", "C", "C", "C", "C"], "xyz": [[0.63, -2.82, -4.03], [2.71, 2.59, -1.86], [-2.43, -2.90, -1.22], [-0.24, -2.58, -5.06], [-4.72, 1.00, -0.36], [3.57, -2.55, 5.33], [2.53, 5.61, 4.04], [3.90, -0.40, 3.69], [-2.22, -0.18, -0.94], [1.61, 1.21, -3.47], [0.52, -2.15, 3.13], [1.08, -1.97, -0.45], [3.91, -3.55, 5.06], [3.52, 4.12, 4.34], [1.64, 0.61, -4.37], [-0.35, -0.26, 1.31], [-3.64, 2.82, -0.31], [0.34, 2.68, 1.75], [2.15, -3.16, -1.85], [-3.02, 1.60, 4.27], [-3.37, -2.40, -1.05], [-2.14, 1.14, 3.36], [2.96, -0.91, 3.53], [-5.77, -2.53, -0.82], [-2.65, 1.20, 2.07], [-3.40, -1.00, -0.85], [-0.95, 1.95, 3.37], [2.64, -2.02, 4.29], [1.77, -2.14, 0.36], [2.18, 2.68, 2.63], [1.52, -3.42, -4.19], [2.32, 0.47, 2.01], [-1.65, -1.29, -3.59], [3.07, -2.62, 6.29], [1.13, -3.49, 4.67], [-0.05, -1.18, -0.23], [-2.10, -1.67, -5.64], [-2.34, 1.18, -0.77], [-5.67, 1.45, -0.11], [-0.44, -2.62, 2.98], [-4.48, -4.20, -1.23], [1.29, -2.53, -1.68], [0.90, 4.41, 2.46], [4.15, 5.22, 2.37], [-0.76, -1.50, -2.52], [-1.40, -1.82, -4.83], [4.06, 1.66, -3.76], [0.36, 1.00, 0.84], [2.09, -0.41, 2.58], [2.98, 4.72, 3.61], [-3.59, 1.75, -0.47], [4.03, 0.80, -4.41], [-0.96, -0.92, -1.23], [4.22, 2.55, -4.36], [-1.74, -0.16, 3.61], [-2.55, -0.71, -3.43], [-4.66, -0.39, -0.58], [1.41, -2.63, 4.07], [3.60, 3.09, -1.50], [1.46, 3.43, -0.32], [-0.97, 3.27, 0.34], [0.40, 1.41, -2.82], [1.95, 3.89, 2.88], [-6.77, -0.70, -0.37], [-0.05, -2.97, -6.05], [-6.67, -3.13, -0.82], [-0.51, 0.98, -3.22], [1.51, 2.79, -1.20], [0.37, 2.17, -1.67], [4.89, 1.56, -3.07], [-1.24, 2.65, -0.99], [2.77, 1.80, -3.00], [4.44, -1.90, 5.44], [-5.82, -1.19, -0.57], [0.40, -2.30, -2.74], [0.87, -1.03, 2.38], [-4.53, -3.14, -1.05]]}

---

{"formula": "C23H52N7O9", "method": "ωB97M-V/def2-TZVPD", "total_charge": -2, "multiplicity": 2, "lumo_ev": [3.86, 3.77], "symbols": ["C", "O", "C", "N", "H", "C", "C", "C", "N", "N", "H", "H", "H", "H", "C", "O", "H", "N", "O", "H", "H", "H", "H", "H", "O", "N", "H", "H", "O", "H", "H", "O", "H", "H", "C", "C", "H", "H", "C", "H", "C", "H", "H", "H", "H", "H", "H", "O", "H", "H", "C", "H", "H", "H", "N", "H", "C", "H", "H", "C", "H", "H", "O", "H", "H", "H", "C", "O", "H", "H", "C", "H", "C", "C", "H", "H", "H", "H", "H", "H", "C", "C", "C", "C", "H", "N", "H", "H", "C", "H", "C"], "xyz": [[2.13, -1.10, -3.39], [-1.40, 2.12, 1.57], [-1.74, 2.70, -3.09], [2.83, 0.16, -3.72], [-0.33, 0.68, -1.00], [0.14, -0.30, 3.84], [-0.79, 0.47, 4.87], [-3.57, 0.99, -3.56], [1.50, 5.07, 2.73], [-1.68, -0.15, 5.67], [3.74, 3.15, -2.86], [2.13, -4.00, -0.65], [-3.83, -4.07, -2.06], [3.80, 0.47, -0.34], [0.90, -3.59, 1.00], [5.48, -1.57, 1.42], [2.67, -2.04, -3.45], [-2.39, 1.63, -3.77], [-4.84, -1.26, -0.94], [-5.99, -4.28, -2.50], [3.93, 1.66, 1.89], [1.67, 3.10, 1.91], [-4.78, 0.13, -5.11], [-2.35, -2.33, 0.06], [-4.24, 1.29, -2.57], [4.08, 0.04, 0.53], [-1.19, -4.30, 2.67], [1.30, -1.16, -4.09], [-0.82, 1.71, 4.93], [4.56, -0.99, -1.73], [0.54, 1.05, 0.28], [1.43, -3.25, 2.07], [3.18, 0.37, -4.65], [-1.18, 3.26, -3.84], [-5.58, -3.33, -2.84], [0.28, 5.65, 2.57], [1.40, 7.55, 2.57], [2.17, 5.45, 2.08], [-0.40, 0.54, 0.07], [0.78, 3.16, 3.48], [1.58, -3.10, -0.36], [4.82, 2.19, -3.95], [-4.46, -1.01, -3.88], [1.15, -0.11, 4.20], [-3.06, -1.66, 6.12], [-0.29, 7.61, 3.12], [0.04, 7.59, 1.45], [-2.74, 1.03, 0.09], [-0.04, 0.02, 2.81], [-1.87, -2.73, -1.58], [3.80, 2.36, -3.61], [-0.66, -5.95, 2.23], [-0.43, -0.54, 0.24], [-2.23, -5.32, 1.74], [-4.29, -3.18, -2.13], [2.40, 3.46, 3.52], [-4.03, -2.14, -1.32], [2.39, -2.39, -0.18], [-2.10, -1.12, -1.20], [-2.09, -1.49, 5.65], [-5.57, -3.52, -3.92], [-1.42, -2.07, 6.28], [-0.80, 5.07, 2.61], [-0.27, -4.94, 0.01], [1.61, -0.97, -2.44], [4.12, 0.12, 2.68], [-1.62, 1.26, 0.63], [2.97, 1.24, -1.74], [2.63, 0.50, 2.02], [0.20, -1.39, 3.79], [4.89, -1.03, 0.44], [4.70, -2.60, -1.13], [-1.18, -5.06, 1.88], [0.39, 7.17, 2.39], [-2.19, 0.46, 6.29], [-6.20, -2.45, -2.68], [-1.74, 1.36, -4.50], [0.85, -2.63, -1.01], [3.29, 2.70, -4.51], [-3.16, -0.72, -4.91], [5.04, -1.58, -0.96], [1.55, 3.62, 2.86], [3.69, 0.60, 1.80], [-2.54, -2.10, -0.99], [-1.23, 2.45, -2.16], [-0.13, -4.49, 0.91], [6.09, -1.71, -1.21], [-2.54, 3.34, -2.71], [3.10, 1.20, -2.94], [-1.93, -1.84, 4.63], [-3.99, -0.19, -4.43]]}

---

{"formula": "C4H2O2", "method": "ωB97M-V/def2-TZVPD", "multiplicity": 1, "lumo_ev": -1.68, "smiles": "C#CC(=O)C=O", "symbols": ["O", "H", "H", "C", "O", "C", "C", "C"], "xyz": [[-1.56, -1.18, 0.36], [2.69, -1.45, -0.04], [-2.09, 0.68, -0.43], [-0.24, 0.91, 0.27], [-0.22, 2.10, 0.17], [0.85, -0.16, -0.11], [1.86, -0.82, -0.15], [-1.30, -0.09, -0.08]]}